{"formula": "C38H67N10O2S", "method": "ωB97M-V/def2-TZVPD", "charge": -1, "homo_energy_ev": -2.33, "molar_mass_da": 728.1, "gap_ev": 4.259, "relative_energy_kj_mol": 0.0, "elements": ["O", "N", "O", "C", "C", "S", "H", "H", "H", "H", "C", "C", "C", "C", "N", "H", "H", "H", "H", "H", "H", "H", "C", "C", "C", "C", "N", "H", "H", "H", "H", "H", "H", "H", "C", "C", "C", "C", "N", "H", "H", "H", "H", "H", "H", "H", "C", "C", "C", "C", "N", "H", "H", "H", "H", "H", "H", "H", "C", "C", "C", "C", "N", "H", "H", "H", "H", "H", "H", "H", "C", "C", "C", "C", "N", "H", "H", "H", "H", "H", "H", "H", "C", "C", "C", "C", "N", "H", "H", "H", "H", "H", "H", "H", "C", "C", "C", "C", "N", "H", "H", "H", "H", "H", "H", "H", "C", "C", "C", "C", "N", "H", "H", "H", "H", "H", "H", "H"], "coordinates": [[2.657, -4.067, -1.323], [2.036, -3.230, -1.912], [0.901, -2.911, -1.336], [0.226, -1.683, -2.009], [-1.224, -1.715, -2.018], [-1.843, -3.082, -3.008], [0.657, -1.674, -3.011], [0.598, -0.848, -1.410], [-1.552, -1.875, -0.986], [-2.068, -4.091, -2.152], [-3.607, 2.471, -2.964], [-2.608, 2.524, -1.821], [-1.185, 2.869, -2.263], [-0.637, 1.879, -3.180], [-0.210, 1.036, -3.832], [-3.385, 1.665, -3.666], [-4.610, 2.305, -2.573], [-3.615, 3.418, -3.510], [-2.598, 1.572, -1.289], [-2.917, 3.295, -1.111], [-0.550, 2.948, -1.382], [-1.174, 3.842, -2.763], [1.144, -4.551, 1.536], [1.984, -4.845, 2.771], [1.434, -4.221, 4.061], [1.386, -2.763, 4.007], [1.371, -1.613, 3.967], [1.109, -3.487, 1.307], [1.555, -5.043, 0.660], [0.115, -4.899, 1.669], [3.007, -4.496, 2.615], [2.041, -5.924, 2.931], [2.058, -4.493, 4.914], [0.423, -4.586, 4.258], [5.584, -3.580, 5.488], [5.428, -4.070, 6.920], [5.753, -5.562, 7.080], [4.930, -6.401, 6.217], [4.338, -7.049, 5.474], [4.867, -4.081, 4.833], [5.393, -2.510, 5.423], [6.579, -3.787, 5.097], [4.407, -3.885, 7.260], [6.091, -3.518, 7.589], [5.607, -5.877, 8.114], [6.794, -5.757, 6.813], [-4.306, -5.099, 3.607], [-2.949, -4.481, 3.917], [-2.624, -3.283, 3.019], [-2.581, -3.650, 1.608], [-2.498, -3.944, 0.500], [-4.337, -5.477, 2.585], [-4.518, -5.929, 4.280], [-5.105, -4.363, 3.717], [-2.165, -5.233, 3.801], [-2.919, -4.147, 4.956], [-1.654, -2.853, 3.278], [-3.373, -2.498, 3.143], [-7.163, 7.002, -4.463], [-5.833, 7.663, -4.126], [-4.713, 6.648, -3.872], [-5.011, 5.769, -2.748], [-5.247, 5.074, -1.864], [-7.515, 6.384, -3.636], [-7.927, 7.752, -4.669], [-7.073, 6.364, -5.343], [-5.943, 8.299, -3.246], [-5.520, 8.310, -4.948], [-3.770, 7.150, -3.652], [-4.557, 6.019, -4.752], [-2.901, 6.369, 3.069], [-4.168, 6.810, 2.348], [-4.257, 6.266, 0.918], [-3.151, 6.734, 0.087], [-2.274, 7.100, -0.561], [-2.010, 6.744, 2.562], [-2.886, 6.743, 4.092], [-2.830, 5.281, 3.107], [-4.222, 7.900, 2.322], [-5.047, 6.461, 2.894], [-5.181, 6.578, 0.431], [-4.245, 5.175, 0.909], [0.884, -1.096, -6.438], [-0.549, -1.368, -6.871], [-0.647, -2.350, -8.044], [0.016, -1.868, -9.252], [0.531, -1.487, -10.208], [1.460, -0.625, -7.239], [0.885, -0.434, -5.576], [1.387, -2.022, -6.152], [-1.041, -0.430, -7.140], [-1.104, -1.791, -6.034], [-1.690, -2.544, -8.300], [-0.191, -3.305, -7.771], [0.496, 6.663, -1.690], [0.743, 7.105, -0.255], [1.528, 6.066, 0.558], [0.812, 4.798, 0.635], [0.195, 3.831, 0.700], [-0.108, 5.756, -1.721], [-0.040, 7.435, -2.242], [1.435, 6.462, -2.210], [-0.212, 7.298, 0.238], [1.307, 8.039, -0.241], [1.700, 6.416, 1.577], [2.503, 5.876, 0.103], [5.751, -5.041, 1.416], [7.134, -5.115, 0.779], [8.141, -5.896, 1.636], [8.324, -5.278, 2.944], [8.453, -4.738, 3.951], [5.784, -4.514, 2.371], [5.054, -4.511, 0.770], [5.346, -6.038, 1.597], [7.520, -4.109, 0.605], [7.071, -5.605, -0.194], [9.117, -5.952, 1.151], [7.789, -6.918, 1.795]], "atomic_forces_ev_per_a": [[0.136, -0.420, 0.242], [-0.126, 0.527, -0.385], [0.499, -0.414, 0.392], [-0.367, 0.562, -0.668], [0.213, -0.651, 0.682], [-0.488, 0.334, -0.611], [0.170, 0.006, 0.114], [0.119, -0.074, -0.008], [-0.448, 0.347, -0.081], [0.305, -0.164, 0.208], [-0.039, -0.057, -0.057], [-0.126, 0.026, 0.079], [-0.249, 0.193, 0.043], [0.253, -0.409, 0.079], [0.043, 0.347, -0.250], [0.108, -0.012, 0.046], [-0.032, 0.024, -0.043], [-0.006, -0.038, -0.046], [0.060, -0.040, -0.048], [0.007, -0.009, 0.035], [0.134, -0.091, -0.092], [-0.012, 0.005, 0.002], [-0.105, -0.010, 0.232], [-0.020, -0.052, -0.115], [0.111, -0.148, -0.070], [0.008, 0.343, -0.050], [-0.035, -0.184, 0.062], [-0.008, 0.012, -0.021], [-0.002, 0.041, -0.038], [-0.001, 0.005, -0.009], [0.017, 0.011, 0.045], [0.047, -0.001, 0.078], [-0.043, -0.064, 0.024], [-0.007, -0.015, 0.008], [-0.099, -0.011, -0.041], [-0.025, -0.008, -0.050], [0.008, 0.165, 0.138], [-0.016, -0.209, -0.370], [-0.065, 0.088, 0.187], [-0.021, 0.001, -0.007], [0.015, 0.011, -0.011], [0.039, 0.055, 0.053], [-0.001, -0.033, 0.060], [0.015, 0.007, -0.006], [0.024, -0.033, -0.004], [0.018, 0.046, 0.005], [0.028, -0.029, 0.016], [-0.048, 0.004, -0.005], [0.008, 0.019, 0.132], [0.173, -0.015, -0.352], [-0.169, -0.126, 0.248], [-0.004, 0.018, -0.017], [-0.009, -0.007, 0.002], [-0.003, 0.010, -0.003], [0.016, -0.013, -0.006], [0.026, 0.028, -0.002], [0.000, 0.051, 0.005], [0.009, 0.012, 0.026], [0.006, 0.027, 0.017], [-0.050, -0.027, -0.010], [0.062, 0.106, -0.103], [-0.046, -0.251, 0.282], [-0.075, 0.227, -0.055], [0.010, -0.020, -0.001], [-0.008, 0.001, -0.004], [0.005, -0.008, -0.006], [0.011, 0.010, 0.007], [0.037, -0.001, 0.001], [0.016, -0.002, -0.017], [0.015, 0.003, -0.009], [-0.038, 0.004, 0.012], [0.084, -0.035, 0.032], [-0.040, 0.077, 0.129], [0.229, -0.031, -0.255], [-0.586, 0.033, 0.095], [0.019, -0.016, -0.021], [0.006, 0.003, 0.005], [0.018, -0.005, -0.015], [-0.022, 0.011, -0.009], [-0.024, -0.004, -0.027], [-0.033, -0.058, -0.004], [0.002, -0.014, -0.030], [0.018, -0.001, -0.045], [0.082, 0.040, 0.092], [-0.093, -0.001, 0.128], [0.177, 0.102, -0.310], [-0.099, -0.052, 0.175], [-0.001, -0.029, -0.007], [0.006, 0.014, 0.037], [-0.007, -0.008, 0.001], [-0.021, -0.010, -0.021], [-0.050, -0.023, 0.036], [-0.005, -0.043, 0.023], [-0.010, -0.011, 0.010], [0.076, 0.025, -0.001], [0.064, 0.013, 0.038], [0.098, 0.143, -0.123], [-0.278, -0.224, 0.116], [0.106, 0.135, 0.030], [-0.008, 0.021, 0.012], [-0.022, -0.028, 0.032], [0.048, -0.008, 0.014], [0.192, -0.018, -0.066], [0.062, -0.003, 0.021], [0.030, 0.003, 0.007], [0.019, 0.006, 0.014], [0.005, 0.030, -0.030], [-0.080, 0.012, 0.032], [-0.111, -0.067, -0.114], [0.060, 0.262, 0.263], [0.067, -0.200, -0.112], [0.030, -0.010, 0.033], [-0.019, -0.007, -0.051], [-0.004, -0.021, 0.009], [0.012, 0.003, -0.009], [0.017, -0.008, 0.001], [-0.003, -0.014, -0.017], [0.008, -0.014, -0.013]]}



{"formula": "C38H68BN4O7P2PrTe", "method": "ωB97M-V/def2-TZVPD", "spin_multiplicity": 3, "s_squared": 2.002, "charge": 2, "homo_energy_ev": [-11.64, -11.64], "molar_mass_da": 1034.3, "gap_ev": [4.761, 4.764], "elements": ["Pr", "C", "O", "C", "C", "O", "C", "C", "O", "C", "H", "H", "H", "H", "H", "H", "H", "H", "H", "H", "H", "H", "H", "H", "C", "C", "C", "C", "P", "C", "N", "B", "N", "C", "P", "C", "C", "C", "C", "C", "C", "C", "C", "C", "C", "C", "C", "C", "C", "C", "C", "C", "C", "H", "H", "H", "H", "H", "H", "H", "H", "H", "H", "H", "H", "H", "H", "H", "H", "H", "H", "H", "H", "H", "H", "H", "H", "H", "H", "H", "H", "H", "H", "H", "H", "H", "H", "H", "H", "H", "H", "H", "H", "H", "H", "H", "H", "O", "H", "H", "O", "N", "O", "O", "N", "C", "Te", "C", "C", "C", "C", "C", "C", "C", "H", "H", "H", "H", "H", "H", "H", "H"], "coordinates": [[1.475, -2.347, 2.202], [2.701, -4.123, 4.734], [2.903, -3.953, 3.292], [3.402, -5.062, 2.558], [3.143, -4.958, 1.081], [2.791, -3.630, 0.660], [3.773, -2.777, 0.042], [4.334, -1.882, 1.127], [3.307, -0.896, 1.379], [3.841, 0.404, 1.657], [3.112, -5.078, 5.052], [3.158, -3.257, 5.281], [1.598, -4.127, 4.918], [4.511, -5.069, 2.738], [3.011, -5.999, 2.959], [3.946, -5.376, 0.488], [2.353, -5.668, 0.799], [4.560, -3.413, -0.410], [3.298, -2.223, -0.773], [4.485, -2.490, 2.031], [5.258, -1.338, 0.821], [3.292, 1.150, 1.090], [3.591, 0.601, 2.740], [4.941, 0.470, 1.480], [3.586, 3.920, -1.152], [2.464, 4.971, -1.381], [2.688, 5.772, -2.673], [2.397, 5.765, -0.054], [0.900, 3.885, -1.786], [1.115, 3.331, -3.520], [1.066, 1.873, -3.567], [0.076, 1.032, -2.886], [0.361, -0.339, -3.272], [-0.334, -1.545, -2.826], [-2.168, -1.304, -2.581], [-2.149, -1.864, -0.559], [-1.166, -1.067, 0.327], [-1.942, -3.390, -0.642], [-3.571, -1.502, -0.101], [-2.913, -2.332, -4.055], [-1.910, -3.340, -4.690], [-4.052, -3.061, -3.276], [-3.563, -1.376, -5.173], [1.544, -0.356, -4.129], [2.141, -1.344, -4.862], [3.150, -0.978, -5.796], [3.612, 0.353, -5.876], [3.060, 1.358, -5.037], [1.960, 1.043, -4.279], [-0.742, 4.776, -1.837], [-1.749, 3.740, -2.351], [-0.737, 5.989, -2.776], [-1.115, 5.200, -0.369], [4.546, 4.472, -1.301], [3.446, 3.003, -1.770], [3.568, 3.698, -0.098], [3.370, 5.159, -3.360], [3.136, 6.767, -2.552], [1.775, 6.014, -3.161], [3.400, 5.952, 0.313], [1.816, 5.235, 0.659], [1.950, 6.736, -0.140], [2.051, 3.698, -3.934], [0.294, 3.746, -4.149], [0.047, -1.951, -1.879], [-0.294, -2.385, -3.540], [-1.471, -1.309, 1.445], [-1.574, -0.028, 0.206], [0.631, -0.556, -0.378], [-1.849, -3.707, 0.413], [-1.013, -3.624, -1.193], [-2.897, -3.899, -0.839], [-3.768, -0.395, -0.276], [-3.728, -1.737, 0.980], [-4.375, -2.050, -0.581], [-1.444, -4.038, -3.922], [-1.168, -2.814, -5.315], [-2.520, -3.894, -5.454], [-3.599, -4.007, -2.837], [-4.864, -3.320, -3.933], [-4.391, -2.416, -2.492], [-3.013, -1.226, -6.086], [-3.773, -0.392, -4.682], [-4.548, -1.769, -5.550], [1.783, -2.353, -4.849], [3.597, -1.718, -6.470], [4.423, 0.548, -6.578], [3.487, 2.403, -5.049], [-1.468, 3.199, -3.264], [-2.636, 4.299, -2.737], [-2.031, 2.987, -1.611], [-0.398, 5.719, -3.830], [-0.116, 6.833, -2.380], [-1.718, 6.483, -2.800], [-1.234, 4.277, 0.208], [-2.075, 5.697, -0.368], [-0.415, 5.851, 0.059], [0.361, -0.631, 3.678], [0.709, 0.297, 3.729], [-0.287, -0.687, 4.448], [-1.890, -4.497, 3.892], [-1.100, -4.492, 2.983], [-0.155, -3.466, 3.080], [-2.607, 0.091, -2.542], [0.292, -1.242, 0.276], [-1.600, 0.502, 6.319], [-1.064, -1.687, 6.843], [-3.233, -1.762, 6.267], [-3.778, -0.483, 6.815], [-5.152, -0.472, 7.190], [-5.603, 0.701, 7.770], [-4.745, 1.832, 8.022], [-3.431, 1.789, 7.607], [-2.909, 0.647, 6.951], [-1.501, 0.447, 5.247], [-0.810, 1.275, 6.542], [-3.688, -2.639, 6.699], [-3.240, -1.776, 5.191], [-5.809, -1.285, 6.940], [-6.673, 0.849, 8.023], [-5.113, 2.672, 8.559], [-2.702, 2.664, 7.776]], "atomic_forces_ev_per_a": [[-3.243, 1.774, -0.881], [-0.756, 0.468, 0.183], [-0.233, 0.106, 0.299], [2.436, -0.372, 1.270], [-0.872, -0.697, -0.950], [-0.138, -0.604, -0.519], [1.174, -0.982, -0.286], [0.204, 0.503, -0.793], [1.125, 0.061, -0.236], [-0.326, 0.581, 1.724], [0.179, 0.148, 0.070], [-0.210, -0.911, -0.619], [0.818, 0.002, -0.131], [-0.795, -0.166, -0.088], [-0.139, 0.059, -0.086], [0.709, 0.413, 0.052], [-0.502, 0.761, 0.097], [-0.299, 0.307, 0.299], [-0.129, 0.006, 0.321], [0.404, 0.271, -0.122], [-0.574, -0.757, 0.206], [0.081, -0.069, -0.346], [0.720, 0.078, -0.925], [-1.002, -0.063, 0.149], [-0.012, 0.846, -0.560], [-0.554, -0.704, -0.253], [1.841, -0.287, -0.353], [-0.119, 0.261, -1.347], [-0.323, -0.459, 1.330], [-0.078, -0.032, -0.831], [-1.254, -0.009, 1.091], [3.339, -1.238, -2.774], [-0.546, 0.314, 0.816], [-0.121, -0.639, -0.348], [2.132, -2.303, 1.338], [-1.546, -1.266, -2.420], [-0.569, 0.170, 1.705], [-0.165, 0.730, 2.107], [-0.168, 1.108, 0.748], [-0.571, 0.263, 0.144], [-0.942, -0.089, -0.173], [1.659, -1.296, -0.473], [-0.901, 0.061, 1.635], [-1.130, 3.240, 0.733], [0.563, 0.122, -1.065], [-0.056, 0.832, 0.473], [-0.433, -0.825, 0.826], [0.963, 0.938, -1.055], [-1.086, -1.966, 0.649], [0.211, 0.505, 0.382], [-0.837, 0.438, -0.632], [0.642, 0.900, -0.408], [-0.804, -1.729, -1.620], [-0.494, -0.800, -0.294], [0.561, 0.640, 0.335], [-0.032, -0.664, 0.347], [-0.986, 1.077, 0.735], [0.370, -0.368, 0.411], [-0.722, -0.086, -0.634], [0.235, -0.190, 0.099], [-0.277, -0.629, 0.895], [-0.433, 0.578, -0.335], [-0.026, -0.185, -0.031], [0.652, -0.214, 0.361], [0.229, 0.470, -0.170], [0.581, 0.806, 0.032], [0.082, 0.093, -2.039], [0.946, -0.283, 0.134], [0.562, 0.095, -0.239], [0.713, -0.110, -0.158], [-0.795, -0.483, 0.129], [0.668, 0.070, -1.027], [0.215, -1.330, 0.351], [0.387, 0.349, -0.564], [0.112, -0.130, -0.347], [-0.577, 0.735, -1.164], [0.013, -0.221, 0.513], [0.551, -0.009, 0.880], [-0.847, 1.100, -0.368], [-0.341, -0.188, -0.171], [-0.641, 0.097, 0.412], [0.866, 0.061, 0.006], [0.127, -0.662, -0.639], [0.831, 0.057, 0.758], [-0.100, -0.440, 0.180], [-0.327, 0.210, 0.453], [-0.258, 0.269, 0.339], [-0.662, -1.271, -0.172], [0.400, 0.013, 0.111], [0.290, -0.482, 0.726], [-0.104, 0.206, 0.030], [-0.563, 0.526, 1.285], [-0.012, -0.880, -0.371], [-0.078, -0.557, -0.284], [0.180, 0.267, 0.208], [-0.347, 0.175, -0.115], [1.117, 0.841, 0.638], [0.092, 1.556, 0.985], [-0.560, -1.060, -0.148], [0.912, -0.598, -0.815], [1.870, 0.197, -1.970], [-1.100, 0.599, 1.981], [-0.717, -1.069, -0.030], [0.062, 3.218, -0.529], [-0.286, -0.424, 0.936], [2.836, -0.262, 0.751], [-1.089, 1.326, -0.630], [1.545, 0.389, 0.332], [-0.484, 0.362, 0.424], [1.813, 1.698, -0.191], [-0.468, 1.728, 0.496], [-0.395, -2.262, -0.604], [2.052, 0.767, -0.368], [-2.867, -0.751, 0.074], [-1.087, 0.058, -0.519], [-0.841, -0.888, 0.580], [-0.095, -0.229, -0.018], [-0.039, -0.283, -0.445], [-0.057, -0.268, 0.188], [0.813, -0.378, -0.061], [-0.339, 0.540, 0.202], [-1.405, -1.321, -0.220]]}



Q: What is the formula in the second record?
A: C38H68BN4O7P2PrTe



Q: Number 1 is which compound?
A: C38H67N10O2S



Q: What is the formula in the second record?
A: C38H68BN4O7P2PrTe